{"formula": "C47H50BBrNO6", "method": "wB97M-V/def2-TZVPD", "charge": -1, "e_homo_ha": -0.176, "homo_lumo_gap_ha": 0.1650, "lumo_energy_ev": -0.290, "symbols": ["C", "C", "O", "B", "C", "C", "C", "C", "C", "C", "C", "C", "O", "C", "C", "C", "C", "Br", "C", "C", "C", "C", "C", "N", "H", "H", "H", "H", "H", "H", "H", "H", "H", "H", "H", "H", "H", "H", "H", "H", "H", "H", "H", "H", "H", "H", "H", "H", "H", "H", "H", "H", "H", "H", "H", "H", "H", "H", "C", "C", "C", "C", "C", "C", "C", "O", "C", "C", "C", "C", "C", "C", "C", "O", "H", "H", "H", "H", "H", "H", "H", "H", "C", "C", "C", "C", "C", "C", "C", "O", "C", "C", "C", "C", "C", "C", "C", "O", "H", "H", "H", "H", "H", "H", "H", "H"], "coordinates": [[-2.604, -2.759, 8.153], [-1.972, -3.606, 7.004], [-2.960, -4.338, 6.357], [-2.611, -4.754, 4.935], [-1.038, -5.216, 4.822], [-0.652, -6.066, 3.586], [0.206, -7.299, 3.953], [1.530, -6.958, 4.668], [2.824, -7.016, 3.809], [2.689, -6.584, 2.346], [2.614, -5.053, 2.164], [3.741, -4.486, 1.303], [3.908, -3.075, 1.385], [2.696, -2.365, 1.276], [-3.086, -3.490, 3.979], [-2.203, -3.053, 2.797], [-2.589, -1.570, 2.442], [-2.511, -4.103, 1.145], [-3.500, -6.148, 4.737], [-4.268, -6.334, 3.600], [-4.973, -7.516, 3.454], [-4.827, -8.418, 4.468], [-4.065, -8.172, 5.576], [-3.396, -7.034, 5.736], [-2.138, -2.995, 9.112], [-2.420, -1.695, 7.960], [-3.688, -2.876, 8.166], [-1.201, -4.239, 7.470], [-1.524, -2.873, 6.310], [-0.326, -4.377, 4.850], [-0.843, -5.830, 5.711], [-1.483, -6.353, 2.938], [0.005, -5.448, 2.959], [-0.392, -7.872, 4.674], [0.344, -7.941, 3.078], [1.467, -6.018, 5.219], [1.653, -7.723, 5.445], [3.197, -8.046, 3.813], [3.572, -6.372, 4.283], [3.608, -6.915, 1.836], [1.875, -7.071, 1.810], [2.555, -4.523, 3.120], [1.663, -4.833, 1.669], [3.609, -4.758, 0.244], [4.680, -4.917, 1.666], [2.861, -1.378, 0.839], [2.189, -2.232, 2.240], [1.999, -2.891, 0.613], [-3.092, -2.611, 4.640], [-4.108, -3.551, 3.580], [-1.137, -3.020, 3.013], [-1.759, -0.922, 2.750], [-2.675, -1.458, 1.363], [-3.477, -1.248, 2.981], [-4.351, -5.584, 2.826], [-5.603, -7.711, 2.595], [-5.346, -9.374, 4.398], [-3.993, -8.940, 6.344], [-2.122, -1.498, -1.274], [-0.767, -1.724, -1.477], [0.022, -0.752, -2.070], [-0.545, 0.451, -2.473], [-1.914, 0.671, -2.291], [-2.696, -0.303, -1.681], [-2.551, 1.931, -2.758], [-3.739, 2.129, -2.599], [-1.698, 2.947, -3.438], [-2.282, 4.106, -3.932], [-1.500, 5.065, -4.554], [-0.128, 4.874, -4.678], [0.458, 3.718, -4.192], [-0.324, 2.747, -3.579], [0.317, 1.493, -3.091], [1.516, 1.328, -3.204], [-2.729, -2.259, -0.802], [-0.328, -2.663, -1.169], [1.079, -0.927, -2.222], [-3.752, -0.128, -1.528], [-3.349, 4.256, -3.833], [-1.959, 5.965, -4.943], [0.483, 5.629, -5.158], [1.524, 3.565, -4.291], [6.443, 9.348, -6.320], [5.867, 8.330, -5.566], [4.499, 8.312, -5.355], [3.701, 9.317, -5.887], [4.282, 10.350, -6.625], [5.653, 10.356, -6.848], [3.451, 11.462, -7.164], [3.954, 12.359, -7.809], [1.988, 11.452, -6.886], [1.202, 12.508, -7.331], [-0.161, 12.505, -7.091], [-0.749, 11.443, -6.411], [0.030, 10.390, -5.960], [1.401, 10.395, -6.188], [2.229, 9.273, -5.667], [1.718, 8.347, -5.072], [7.512, 9.356, -6.491], [6.488, 7.550, -5.145], [4.049, 7.518, -4.773], [6.101, 11.150, -7.430], [1.659, 13.332, -7.862], [-0.771, 13.331, -7.434], [-1.816, 11.439, -6.230], [-0.425, 9.566, -5.428]]}



{"formula": "C47H50BN10NdO7S", "method": "wB97M-V/def2-TZVPD", "charge": -2, "e_homo_ha": [-0.091, -0.091], "s_squared": 3.752, "homo_lumo_gap_ha": [0.2381, 0.2380], "lumo_energy_ev": [4.009, 4.009], "spin_multiplicity": 4, "symbols": ["Nd", "C", "C", "C", "C", "C", "N", "N", "B", "N", "N", "C", "C", "C", "C", "C", "N", "N", "C", "C", "C", "C", "C", "H", "H", "H", "H", "H", "H", "H", "H", "H", "H", "H", "H", "H", "H", "H", "H", "H", "H", "H", "H", "H", "H", "C", "C", "C", "C", "C", "C", "C", "C", "N", "C", "O", "C", "C", "C", "C", "C", "N", "C", "O", "N", "C", "C", "C", "C", "C", "C", "C", "C", "H", "H", "H", "H", "H", "H", "H", "H", "H", "H", "H", "H", "H", "H", "H", "H", "H", "H", "H", "H", "H", "O", "S", "O", "N", "C", "O", "C", "C", "C", "C", "C", "C", "H", "H", "H", "H", "C", "C", "O", "O", "H", "H", "H"], "coordinates": [[-0.497, 0.817, 0.151], [0.145, -0.073, -5.634], [0.570, 0.511, -4.315], [1.840, 0.779, -3.971], [2.220, 1.568, -2.800], [3.728, 1.706, -2.659], [1.372, 2.166, -2.072], [-0.470, 0.676, -3.380], [1.713, 3.287, -1.131], [0.422, 3.952, -0.586], [-0.393, 3.327, 0.289], [-1.212, 4.252, 0.799], [-2.225, 3.973, 1.846], [-0.935, 5.490, 0.218], [0.108, 5.253, -0.657], [0.765, 6.235, -1.558], [2.519, 2.722, 0.073], [2.429, 1.407, 0.346], [3.485, 1.089, 1.088], [3.810, -0.298, 1.516], [4.257, 2.232, 1.332], [3.605, 3.253, 0.668], [3.967, 4.697, 0.623], [0.859, 0.164, -6.424], [-0.849, 0.291, -5.896], [0.082, -1.155, -5.517], [2.642, 0.487, -4.638], [4.160, 2.089, -3.582], [4.153, 0.726, -2.457], [3.987, 2.371, -1.845], [2.354, 4.142, -1.675], [-3.216, 3.888, 1.401], [-2.256, 4.775, 2.582], [-2.003, 3.036, 2.353], [-1.427, 6.423, 0.409], [0.212, 7.171, -1.522], [0.764, 5.854, -2.576], [1.796, 6.421, -1.260], [3.546, -0.997, 0.726], [3.255, -0.572, 2.410], [4.877, -0.382, 1.727], [5.158, 2.303, 1.911], [4.849, 4.862, 1.240], [3.153, 5.310, 1.006], [4.183, 5.022, -0.395], [0.185, 3.269, -4.959], [-0.884, 3.078, -3.918], [-1.577, 4.228, -3.572], [-2.571, 4.234, -2.612], [-2.961, 3.025, -2.071], [-2.320, 1.840, -2.413], [-3.000, 0.556, -2.019], [-1.185, 1.861, -3.262], [-0.230, -0.022, -2.161], [0.289, -1.235, -2.320], [0.519, -1.840, -3.385], [0.649, -1.924, -1.034], [0.865, -3.301, -1.047], [1.188, -3.939, 0.135], [1.237, -3.193, 1.300], [0.982, -1.824, 1.237], [0.761, -1.203, 0.080], [0.829, -1.057, 2.543], [1.237, -1.602, 3.583], [0.232, 0.122, 2.427], [-0.256, 0.716, 3.604], [0.263, 1.941, 4.051], [1.366, 2.605, 3.281], [-0.249, 2.529, 5.197], [-1.273, 1.932, 5.907], [-1.813, 0.746, 5.446], [-1.317, 0.124, 4.312], [-1.928, -1.154, 3.825], [1.145, 3.409, -4.465], [-0.032, 4.160, -5.550], [0.260, 2.429, -5.637], [-1.306, 5.158, -4.061], [-3.056, 5.156, -2.328], [-3.808, 2.978, -1.399], [-4.045, 0.609, -2.337], [-2.986, 0.418, -0.935], [-2.550, -0.325, -2.472], [0.750, -3.825, -1.983], [1.358, -5.009, 0.153], [1.434, -3.635, 2.266], [2.313, 2.085, 3.434], [1.488, 3.641, 3.595], [1.134, 2.569, 2.214], [0.160, 3.471, 5.543], [-1.666, 2.398, 6.800], [-2.648, 0.301, 5.969], [-2.935, -1.277, 4.224], [-1.314, -2.003, 4.138], [-1.971, -1.152, 2.734], [-6.009, 3.187, 3.469], [-5.437, 1.856, 3.544], [-5.611, 1.212, 4.828], [-3.917, 1.846, 2.997], [-3.782, 1.157, 1.887], [-2.766, 1.151, 1.164], [-5.044, 0.422, 1.481], [-5.223, -0.517, 0.477], [-6.502, -1.002, 0.241], [-7.586, -0.570, 0.991], [-7.397, 0.324, 2.039], [-6.125, 0.796, 2.260], [-4.390, -0.893, -0.090], [-6.652, -1.735, -0.540], [-8.579, -0.945, 0.775], [-8.218, 0.636, 2.670], [-2.355, -3.572, 0.807], [-2.304, -2.297, -0.078], [-2.760, -2.381, -1.221], [-1.820, -1.263, 0.457], [-3.394, -3.799, 1.046], [-1.790, -3.424, 1.723], [-1.943, -4.408, 0.245]]}



no.,maximum force (Eh/bohr)
1,0.0480
2,0.0203